(1)
Computed, not measured: a cluster of 2 separate species, C11H21B2F2N2O9S in total in a non-equilibrium geometry, with the ωB97M-V functional and the def2-TZVPD basis.

Each line ends with the natural charge from an NBO analysis.
Geometry (Å):
C -3.77 -0.91 -0.84  -0.408
N -3.06 0.23 -0.24  -0.780
C -2.98 1.40 -1.12  -0.406
B -3.55 0.57 1.11  1.217
O -4.84 1.08 1.40  -0.915
C -2.55 0.41 2.39  -0.265
O -2.67 -0.84 3.12  -0.672
S -1.29 -1.20 3.95  2.452
O -1.24 -0.61 5.30  -0.887
O -0.89 -2.61 3.83  -0.858
O -0.28 -0.32 2.98  -0.670
C -1.02 0.52 2.08  0.068
C -0.36 1.92 2.17  -0.423
C 0.57 2.28 0.98  -0.396
C 1.76 1.30 0.76  -0.411
C 1.52 0.21 -0.31  -0.424
C 1.38 0.75 -1.78  -0.217
N 2.09 2.02 -2.03  -0.863
H -3.01 -1.57 -1.31  0.208
H -4.34 -1.51 -0.12  0.207
H -4.41 -0.56 -1.68  0.184
H -2.79 2.34 -0.57  0.196
H -3.88 1.53 -1.77  0.180
H -2.14 1.23 -1.82  0.207
H -4.67 1.97 1.74  0.495
H -2.85 1.19 3.14  0.181
H -0.91 0.07 1.07  0.219
H -1.16 2.69 2.21  0.189
H 0.21 1.99 3.11  0.232
H 0.02 2.46 0.04  0.201
H 1.02 3.27 1.24  0.203
H 2.04 0.84 1.73  0.205
H 2.64 1.89 0.43  0.220
H 2.40 -0.45 -0.28  0.249
H 0.64 -0.44 -0.12  0.191
H 1.80 -0.03 -2.44  0.195
H 0.29 0.85 -1.97  0.160
H 1.75 2.35 -2.92  0.352
H 3.08 1.82 -2.07  0.373
B 3.58 -4.18 -1.97  1.252
O 4.23 -3.90 -3.27  -0.652
C 4.48 -2.60 -3.33  0.664
O 5.01 -2.04 -4.25  -0.576
C 3.99 -1.95 -2.07  0.674
O 4.05 -0.78 -1.81  -0.604
O 3.46 -2.87 -1.28  -0.650
F 4.36 -5.06 -1.21  -0.548
F 2.30 -4.73 -2.18  -0.549

As for the total charge: -1.

(2)
Computed, not measured: the ion C2H2NO2S with charge -1 in a non-equilibrium geometry, with the ωB97M-V functional and the def2-TZVPD basis.

Each line ends with the natural charge from an NBO analysis.
Geometry (Å):
O 0.04 1.63 -2.64  -0.964
S 0.28 0.49 -1.69  1.814
O 0.22 -0.88 -2.28  -0.989
C 1.69 0.67 -0.45  -0.502
C 1.24 -0.15 0.64  -0.032
N 2.06 -0.78 -0.07  -0.358
H -1.05 0.35 -0.80  -0.144
H 0.94 -0.26 1.79  0.175

The structure (SMILES) is O=[S@@H]([O-])=c1cn1. As for the total charge: -1. As for the energy relative to the best compared isomer or geometry (same formula, charge and spin): 575.6 kJ/mol.

We obtain orbital gap values of 8.4215, 7.4269 eV for the records listed above, in that order.